Entry w
C4H9N | the ωB97M-V functional and the def2-TZVPD basis

Structure (ORCA input):
```
! RIJCOSX wB97M-V def2-TZVPD def2/J DEFGRID3
* xyz 0 1
H 1.7104 0.1394 -2.0287
C -0.6026 -0.2972 1.8138
H -0.4192 -1.1393 -2.0052
H -0.8415 0.1562 2.7933
H 0.8057 1.6124 -1.5382
N 0.3352 0.5339 1.0664
C 0.9403 0.5592 -1.4499
C -0.3589 -0.2334 -1.3960
H -1.3081 0.2807 -1.2975
H -0.2077 1.3847 0.8296
C 0.5590 -0.2100 -0.1925
H 1.1372 -1.0852 0.0531
H -1.6064 -0.4565 1.2998
H -0.1433 -1.2450 2.0522
*
```

Properties
**Gap between HOMO and LUMO**: 10.260 eV
**SMILES**: CNC1CC1
**E_HOMO**: -9.03 eV



Entry x
C4H9N | the ωB97M-V functional and the def2-TZVPD basis

Structure (ORCA input):
```
! RIJCOSX wB97M-V def2-TZVPD def2/J DEFGRID3
* xyz 0 1
H -1.3926 1.3009 -1.2109
C -1.4200 0.3628 -0.6455
H 1.1486 -0.7238 -1.2276
C -0.6027 0.4601 0.6214
H 1.7280 0.9690 -1.1078
N 0.8435 0.3000 0.6570
H -1.0818 -0.4386 -1.3075
C 1.5983 0.0297 -0.5560
H -0.1009 -1.6764 0.6353
H 2.5961 -0.3362 -0.2811
H -2.4650 0.1567 -0.3925
H 0.0884 -0.8830 2.2934
C 0.0163 -0.7533 1.2137
H -0.9562 1.2322 1.3079
*
```

Properties
**Gap between HOMO and LUMO**: 10.023 eV
**SMILES**: C[C@H]1CN1C
**E_HOMO**: -8.83 eV



Entry y
C4H9N | the ωB97M-V functional and the def2-TZVPD basis

Structure (ORCA input):
```
! RIJCOSX wB97M-V def2-TZVPD def2/J DEFGRID3
* xyz 0 1
H -2.4374 -0.1525 -1.5201
H 1.3279 0.8329 -1.0330
N -1.2477 0.2786 0.0476
H -0.5243 -0.2348 2.4754
H 1.0862 -0.8924 -1.2670
H 1.1585 0.3153 2.2862
C -1.5457 0.4514 -1.3258
H -0.7677 0.1782 -2.0452
C 0.1548 -0.0895 0.4774
H 2.2099 -0.3267 -0.0214
C 0.3885 -0.3566 1.9035
C 1.2607 -0.1241 -0.5115
H -1.8256 1.4969 -1.4876
H 0.7618 -1.3769 2.0215
*
```

Properties
**Gap between HOMO and LUMO**: 9.800 eV
**SMILES**: CN=C(C)C
**E_HOMO**: -8.77 eV



On energetic grounds, entry x is preferred over the next structure by 16.1 kJ/mol.



Entry w
C4H9N | the ωB97M-V functional and the def2-TZVPD basis

Structure (ORCA input):
```
! RIJCOSX wB97M-V def2-TZVPD def2/J DEFGRID3
* xyz 0 1
C 0.5130 -0.0835 -0.5139
H -2.5124 -0.1404 -0.1637
C 1.7377 0.0078 0.2948
H -1.6659 -0.0182 1.4307
H -0.3174 -1.8585 0.3338
H 2.2811 -0.9435 0.4893
C -0.5014 1.0717 -0.1111
H 0.8752 -0.1911 -1.4852
H 1.5256 0.4777 1.3244
H 2.5227 0.6878 -0.1149
H -0.1893 1.8317 0.6005
H -0.8397 1.5488 -1.0778
C -1.4300 -0.0262 0.3193
N -0.5136 -1.0305 -0.1816
*
```

Properties
**Gap between HOMO and LUMO**: 9.742 eV
**SMILES**: C[C@@H]1CCN1
**E_HOMO**: -8.51 eV



Entry x
C4H9N | the ωB97M-V functional and the def2-TZVPD basis

Structure (ORCA input):
```
! RIJCOSX wB97M-V def2-TZVPD def2/J DEFGRID3
* xyz 0 1
C -0.4862 -0.0234 0.2564
H 1.2220 -0.0522 1.5398
H -1.0249 1.1242 -1.4453
C 0.4512 0.6412 1.2060
N 1.2921 -1.6799 -0.1942
H -1.6420 1.7634 0.0358
C 0.0193 -1.0426 -0.4772
H -0.2936 -1.4931 -1.4226
H -2.4618 0.3242 -0.5834
H 1.9142 -0.8826 -0.1071
H 1.6184 -2.1878 -0.9980
H -0.0763 1.1976 1.9919
C -1.5024 0.8328 -0.5205
H 0.9698 1.4782 0.7184
*
```

Properties
**Gap between HOMO and LUMO**: 9.086 eV
**SMILES**: CC(C)=CN
**E_HOMO**: -8.08 eV



On energetic grounds, entry x is preferred over the next structure by 36.1 kJ/mol.